Entry from the OMol25 dataset: a cluster of 3 separate species, C12H22NO14PS in total in a non-equilibrium geometry (ωB97M-V/def2-TZVPD).

Geometry as XYZ:
```
51
Properties=species:S:1:pos:R:3
C 0.0399 -2.3999 -2.0301
C 1.0006 -2.3922 -1.2656
C 2.3266 -1.9871 -0.5033
C 3.5692 -2.1942 -1.4517
C 3.2994 -1.2829 -2.7728
O 2.6434 -0.0372 -2.4794
O 3.4258 0.7712 -1.7032
O 4.8637 -1.7638 -0.9182
S 6.1291 -2.4374 -1.7822
O 7.2106 -3.0657 -1.0218
O 6.8081 -1.4909 -2.6869
O 5.1520 -3.3943 -2.7426
C 3.8596 -3.6129 -2.1068
P 3.7830 -5.2078 -1.0828
N 5.1903 -5.8496 -0.7579
O 2.9477 -6.3374 -2.0240
O 2.9254 -5.0690 0.3399
H -0.7564 -2.2472 -2.8121
H 2.2308 -0.9058 -0.1510
H 2.3706 -2.5967 0.4599
H 4.2572 -1.0361 -3.3310
H 2.6322 -1.8200 -3.5254
H 4.1214 1.1340 -2.2978
H 3.0756 -3.8193 -2.9128
H 5.9217 -5.2209 -1.1119
H 3.6242 -6.5851 -2.6955
H 3.4696 -4.6879 1.0595
C 0.1966 1.4373 0.2900
O -0.9842 2.2379 0.2778
C -2.0962 1.5730 -0.0681
O -2.1623 0.4045 -0.3550
O -3.1219 2.4364 -0.0388
C -4.3815 1.8631 -0.3880
H 1.0295 2.0764 0.5821
H 0.1076 0.6305 1.0207
H 0.4014 1.0366 -0.7051
H -4.6535 1.0737 0.3146
H -4.3602 1.4801 -1.4099
H -5.1321 2.6510 -0.3297
C -4.7579 5.3727 1.8514
O -5.4933 4.3588 2.5357
C -5.9323 4.7214 3.7497
O -5.7568 5.7909 4.2756
O -6.6009 3.6846 4.2762
C -7.1294 3.9298 5.5786
H -4.4540 4.9695 0.8857
H -5.3820 6.2514 1.6784
H -3.8601 5.6413 2.4106
H -7.8482 4.7508 5.5545
H -6.3262 4.1411 6.2867
H -7.6466 3.0268 5.9018
```

The value obtained for the LUMO energy is 0.00227 Ha. The HOMO-LUMO gap is 0.35323 Eh. The SMILES is C#CC[C@@]1(COO)OS(=O)(=O)O[C@H]1P(=N)(O)O.COC(=O)OC.COC(=O)OC.

***

Entry from the OMol25 dataset: a cluster of 10 separate species, C23H54N2O8S5 in total in a non-equilibrium geometry (ωB97M-V/def2-TZVPD).

Geometry as XYZ:
```
92
Properties=species:S:1:pos:R:3
C -3.3551 -2.1146 -1.0395
C -4.0950 -2.5739 -2.2134
N -4.6986 -2.9492 -3.1110
H -2.9541 -1.1160 -1.1607
H -2.5805 -2.8363 -0.7859
H -4.0555 -2.1361 -0.2029
C 0.2715 -4.6713 -0.2736
C -1.0292 -4.8268 0.3666
N -2.0604 -4.9303 0.8528
H 1.0559 -4.6435 0.4798
H 0.3100 -3.7237 -0.8159
H 0.4668 -5.4357 -1.0212
C 3.8872 0.7543 -0.3738
S 5.3128 1.8809 -0.2534
O 6.4516 1.0070 0.1404
C 5.5388 2.2076 -2.0013
H 3.3623 0.9311 -1.3094
H 3.2073 1.1087 0.4020
H 4.2617 -0.2538 -0.2302
H 4.7412 2.8100 -2.4340
H 5.6560 1.2714 -2.5486
H 6.4758 2.7644 -2.0620
C 1.5085 5.3916 -2.8204
S 0.9145 3.7993 -2.2311
O 1.9372 3.2098 -1.3306
C -0.3710 4.4178 -1.1576
H 1.7842 6.0030 -1.9566
H 0.7546 5.9293 -3.3890
H 2.4113 5.1718 -3.3864
H -0.9903 5.1757 -1.6373
H 0.0887 4.8591 -0.2714
H -0.9845 3.5650 -0.8678
C 3.8321 -1.5451 2.9876
S 2.4769 -1.7755 1.8296
O 2.9723 -2.6321 0.7275
C 1.5104 -2.8187 2.9094
H 4.6515 -1.0852 2.4327
H 4.1658 -2.5467 3.2680
H 3.5811 -0.9469 3.8589
H 1.2832 -2.3051 3.8438
H 2.0609 -3.7422 3.1023
H 0.5650 -3.0969 2.4412
C 0.1423 -0.4992 -0.6731
S -0.8970 0.6815 0.1792
O -1.8279 -0.0295 1.1010
C 0.3238 1.4675 1.2468
H 0.8918 -0.7838 0.0714
H 0.7106 -0.0464 -1.4800
H -0.4142 -1.3968 -0.9178
H 0.8503 2.2527 0.7011
H 0.9901 0.7322 1.6874
H -0.3257 1.9757 1.9614
C -2.1508 1.7625 4.9631
S -2.3299 3.3212 5.8181
O -2.2435 4.3674 4.7869
C -4.0660 3.1061 6.2098
H -2.7727 1.7624 4.0691
H -2.3077 0.9012 5.6141
H -1.1006 1.6723 4.6755
H -4.1443 2.2395 6.8668
H -4.6309 3.0175 5.2842
H -4.4032 3.9782 6.7673
C -3.3429 0.8484 -4.2609
C -1.9563 1.4260 -4.0977
O -1.0696 0.8109 -3.5472
C -1.7297 2.7635 -4.7091
H -3.3078 -0.1952 -4.5724
H -3.9152 1.3870 -5.0167
H -3.8710 0.9089 -3.3075
H -2.5615 3.4507 -4.5381
H -1.7215 2.6370 -5.7988
H -0.7874 3.2105 -4.4054
C 2.3310 -0.4810 -4.0215
C 2.3921 -1.9884 -4.0929
O 1.6753 -2.6601 -3.3807
C 3.2230 -2.5926 -5.1842
H 2.9072 0.0443 -4.7866
H 2.5029 -0.0269 -3.0525
H 1.2979 -0.2675 -4.3274
H 4.2254 -2.1570 -5.2325
H 2.7769 -2.3542 -6.1550
H 3.3278 -3.6689 -5.0775
C -3.9797 -3.3600 5.1998
C -2.7375 -2.9286 4.4552
O -1.6357 -3.1370 4.9031
C -2.9174 -2.3916 3.0438
H -4.7927 -2.6542 5.0358
H -3.7606 -3.5204 6.2536
H -4.2956 -4.3295 4.8038
H -2.1293 -1.6506 2.9374
H -3.9204 -1.9748 2.9435
H -2.8449 -3.1833 2.2982
```

The value obtained for the LUMO energy is 0.00277 Ha. For the energy above the lowest of the compared OMol25 structures with the same formula, charge and spin, the calculation gives 0.0 kcal/mol. The HOMO-LUMO gap is 0.32346 Eh.

***

Entry from the OMol25 dataset: a structure of composition C2H3IrO2 in a non-equilibrium geometry (ωB97M-V/def2-TZVPD).

Geometry as XYZ:
```
8
Properties=species:S:1:pos:R:3
O 0.0369 -0.6431 1.9896
C 0.5224 -0.8397 0.6887
O 0.8626 0.1710 -0.0678
C -0.1277 0.8279 -0.8855
H -0.1199 0.4068 -1.8970
H -1.1201 0.7197 -0.4323
H 0.1637 1.8816 -0.9229
Ir -0.2180 -2.5243 1.5273
```

As for the expectation value of S²: 8.77. The value obtained for the LUMO energy (spin up / spin down) is -0.22772 / -0.32421 Ha. The multiplicity is 6. For the energy above the lowest of the compared OMol25 structures with the same formula, charge and spin, the calculation gives 0.0 kcal/mol. The HOMO-LUMO gap (spin up / spin down) is 0.27054 / 0.28107 Eh. Its charge is +1.

***

Entry from the OMol25 dataset: a cluster of 2 separate species, C2H4Br2 in total in a non-equilibrium geometry (ωB97M-V/def2-TZVPD).

Geometry as XYZ:
```
8
Properties=species:S:1:pos:R:3
C -0.3220 -1.0613 -0.1026
C -1.2371 -0.2572 -0.5698
Br -2.0873 1.0286 0.4915
H 0.0909 -1.0309 0.9794
H 0.0868 -1.6928 -0.8186
H -1.7884 -0.1659 -1.4792
Br 1.9926 1.3063 0.4214
H 3.2645 1.8731 1.0779
```

The value obtained for the LUMO energy is 0.01428 Ha. For the energy above the lowest of the compared OMol25 structures with the same formula, charge and spin, the calculation gives 33.8 kcal/mol. The HOMO-LUMO gap is 0.36680 Eh. The SMILES is C=CBr.Br.

***

Entry from the OMol25 dataset: the molecule C3H6N2 in a non-equilibrium geometry (ωB97M-V/def2-TZVPD).

Geometry as XYZ:
```
11
Properties=species:S:1:pos:R:3
C 1.4858 -0.8148 0.1379
N 1.0442 0.4876 -0.3314
C -0.1310 1.0285 0.2220
C -1.2614 0.1312 0.0562
N -1.9323 -0.7945 -0.1233
H 1.4108 -0.9776 1.3672
H 0.8672 -1.7571 -0.1966
H 2.5370 -0.9590 -0.2226
H 1.0018 0.5219 -1.3357
H -0.3131 1.9957 -0.2269
H 0.1523 1.2551 1.3011
```

The value obtained for the LUMO energy is 0.03376 Ha. For the energy above the lowest of the compared OMol25 structures with the same formula, charge and spin, the calculation gives 33.8 kcal/mol. The HOMO-LUMO gap is 0.38608 Eh. The SMILES is CNCC#N.

***

Entry from the OMol25 dataset: a cluster of 2 separate species, C7H17N3OS in total in a non-equilibrium geometry (ωB97M-V/def2-TZVPD).

Geometry as XYZ:
```
29
Properties=species:S:1:pos:R:3
C 1.4380 0.9718 -0.5394
C 3.3027 -0.5238 0.2166
C 0.0408 0.3144 -0.8693
C -0.9363 1.0721 1.2749
C -4.5144 -0.5700 0.8543
C -0.0127 -0.1982 -2.2072
C -1.2234 -0.5700 -2.8314
N 2.5494 0.5676 -0.2412
N 3.6587 -0.4212 1.6385
N -0.9274 0.3899 -0.0029
O -3.6355 -0.1927 -0.2031
S 5.1236 -0.6476 -0.5519
H 1.3384 2.0184 -0.6610
H 2.8394 -1.6299 0.0029
H -1.6848 1.8664 1.3708
H -1.3210 0.4355 1.9293
H 0.0443 1.5057 1.4379
H -4.0655 -1.4058 1.4460
H -5.4581 -0.8265 0.4148
H -4.4999 0.1079 1.7000
H 0.7642 -0.3175 -2.8316
H 5.3096 0.7548 -0.3412
H -2.1382 -0.7856 -2.3325
H -1.3031 -1.1216 -3.7835
H 4.4501 -1.0933 1.7584
H 2.9123 -0.7791 2.2473
H 3.8880 0.4589 1.9545
H -1.9390 0.1253 -0.1979
H -4.0002 0.4940 -0.6524
```

The value obtained for the LUMO energy is -0.29639 Ha. For the energy above the lowest of the compared OMol25 structures with the same formula, charge and spin, the calculation gives 31.4 kcal/mol. The HOMO-LUMO gap is 0.31724 Eh. Its charge is +2.

***

Entry from the OMol25 dataset: the molecule C10H15BN2O in a non-equilibrium geometry (ωB97M-V/def2-TZVPD).

Geometry as XYZ:
```
29
Properties=species:S:1:pos:R:3
C -1.5883 -2.6667 1.6853
B -0.7267 -1.4323 1.8653
O -0.1701 -0.9234 3.0592
N -0.1625 -0.7699 0.7112
C 0.8261 0.3557 0.8998
C 1.3909 0.5495 -0.5286
C 1.8842 1.9209 -0.8141
C 0.8302 2.9033 -0.9357
C -0.4175 2.5748 -1.1593
C -0.9968 1.1920 -1.3867
C 0.1269 0.1291 -1.3801
C -0.4058 -1.0953 -0.6739
C 0.1629 -2.3511 -1.1049
N 0.7051 -3.2757 -1.5875
H -1.3749 -3.4533 2.4610
H -1.5508 -3.0716 0.6229
H -2.7317 -2.5277 1.9040
H -0.4741 -1.0732 3.9074
H 1.4457 -0.0181 1.7037
H 0.4713 1.2705 1.2309
H 2.2261 -0.2044 -0.7525
H 2.5069 1.8042 -1.8558
H 2.5039 2.2116 0.1105
H 1.0136 3.9397 -0.7550
H -1.1615 3.3217 -1.1096
H -1.7242 1.0092 -0.5587
H -1.4924 1.0362 -2.3194
H 0.3790 0.0023 -2.4116
H -1.4954 -1.3582 -0.8279
```

The value obtained for the LUMO energy is 0.01711 Ha. For the energy above the lowest of the compared OMol25 structures with the same formula, charge and spin, the calculation gives 0.0 kcal/mol. The HOMO-LUMO gap is 0.35402 Eh. The SMILES is CB(O)N1C[C@@H]2CC=CC[C@@H]2[C@H]1C#N.